Computed, not measured: a single C18H20N4O2 molecule at a distorted geometry, with wB97M-V/def2-TZVPD.

Each line ends with the Löwdin charge.
Cartesian coordinates (Å):
C1 3.914 1.587 -1.135  0.007
C2 2.954 0.690 -1.274  -0.171
C3 2.897 -0.620 -0.546  -0.208
N1 3.580 -0.600 0.739  -0.163
C4 3.782 -1.949 1.249  -0.209
C5 4.761 -2.687 0.390  -0.181
C6 4.601 -3.928 -0.031  0.008
C7 2.970 0.293 1.714  -0.106
C8 1.520 -0.074 2.036  -0.442
O1 1.225 -0.917 2.854  0.076
N2 0.624 0.603 1.259  0.133
C9 -0.767 0.485 1.209  -0.210
C10 -1.489 -0.367 2.041  -0.012
C11 -2.865 -0.419 1.931  -0.060
C12 -3.548 0.355 1.008  -0.025
C13 -2.824 1.193 0.172  -0.235
O2 -3.400 2.059 -0.742  0.061
C14 -4.494 1.730 -1.442  -0.305
C15 -5.076 2.730 -2.244  -0.053
N3 -6.132 2.480 -2.983  0.075
C16 -6.631 1.246 -2.953  -0.136
C17 -6.054 0.261 -2.173  -0.108
N4 -4.990 0.502 -1.417  0.144
C18 -1.443 1.264 0.274  0.056
H1 3.921 2.506 -1.695  0.054
H2 4.732 1.424 -0.455  0.063
H3 2.147 0.853 -1.977  0.098
H4 3.410 -1.371 -1.160  0.122
H5 1.847 -0.952 -0.456  0.123
H6 4.203 -1.859 2.256  0.130
H7 2.840 -2.515 1.330  0.125
H8 5.647 -2.122 0.133  0.107
H9 5.342 -4.429 -0.629  0.051
H10 3.722 -4.500 0.219  0.059
H11 3.553 0.225 2.636  0.131
H12 3.032 1.315 1.332  0.108
H13 1.009 1.270 0.603  0.129
H14 -0.969 -0.973 2.763  0.098
H15 -3.422 -1.074 2.583  0.109
H16 -4.622 0.307 0.937  0.105
H17 -4.668 3.729 -2.272  0.118
H18 -7.500 1.065 -3.567  0.100
H19 -6.434 -0.750 -2.134  0.107
H20 -0.905 1.934 -0.381  0.125

Results
Frontier orbital gap: 9.05 eV
Energy relative to the best compared isomer or geometry (same formula, charge and spin): 238.1 kJ/mol
Lowest unoccupied orbital energy: 0.019 Ha
Structure (SMILES): C=CCN(CC=C)CC(=O)Nc1cccc(Oc2cnccn2)c1
E: -1067.361805 Eh
HOMO energy: -8.529 eV